1.
DFT (ωB97M-V with the def2-TZVPD basis set) results for a molecular structure, C36H35F5N3OS2TeTl.

Each line ends with the Löwdin charge.
Cartesian coordinates (Å):
Tl  0.699  0.052  -0.572  0.79
C  -4.515  -5.689  -1.278  -0.05
C  -3.961  -5.063  0.011  -0.56
C  -4.478  -5.838  1.233  -0.06
C  -4.478  -3.626  0.113  -0.06
C  -2.434  -5.131  -0.031  -0.18
C  -1.813  -6.389  -0.032  -0.06
C  -0.437  -6.527  -0.052  -0.10
C  0.339  -5.379  -0.082  -0.49
S  2.059  -5.215  -0.032  1.05
C  1.871  -3.421  -0.059  -0.48
N  0.639  -3.059  -0.134  0.09
C  -0.254  -4.107  -0.119  -0.28
C  -1.645  -3.991  -0.083  0.06
C  3.054  -2.581  0.114  -0.28
C  4.282  -3.248  0.265  -0.12
C  5.435  -2.544  0.533  -0.13
C  5.354  -1.163  0.670  -0.12
C  4.140  -0.519  0.523  -0.16
C  2.926  -1.164  0.218  -0.16
H  -5.606  -5.627  -1.301  0.08
H  -4.229  -6.740  -1.365  0.07
H  -4.120  -5.154  -2.144  0.09
H  -5.567  -5.762  1.292  0.08
H  -4.052  -5.417  2.146  0.09
H  -4.213  -6.896  1.190  0.07
H  -5.571  -3.636  0.144  0.08
H  -4.166  -3.024  -0.741  0.09
H  -4.114  -3.142  1.022  0.09
H  -2.416  -7.290  -0.009  0.10
H  0.027  -7.506  -0.028  0.10
H  -2.063  -2.994  -0.107  0.11
H  4.321  -4.331  0.194  0.05
H  6.380  -3.061  0.656  0.08
H  6.256  -0.595  0.884  0.09
H  4.129  0.563  0.637  0.08
S  -2.046  -0.254  -2.811  0.46
C  -2.353  1.214  -2.041  -0.93
N  -2.573  1.335  -0.726  0.00
C  -2.887  2.651  -0.188  -0.18
C  -2.027  3.710  -0.861  -0.17
C  -2.340  3.699  -2.345  -0.20
N  -2.468  2.324  -2.825  0.00
H  -1.963  0.796  -0.042  0.02
H  -2.702  2.608  0.885  0.11
H  -3.950  2.866  -0.360  0.12
H  -0.979  3.445  -0.712  0.08
H  -2.206  4.697  -0.433  0.12
H  -1.542  4.202  -2.893  0.11
H  -3.281  4.228  -2.542  0.10
H  -2.200  2.143  -3.776  0.09
C  1.641  2.972  4.069  -0.44
Te  0.107  1.721  3.045  1.33
C  1.015  2.719  1.372  -0.44
C  1.483  4.055  1.853  -0.28
C  1.603  5.149  1.005  -0.03
C  2.010  6.382  1.498  -0.11
C  2.312  6.522  2.845  -0.12
C  2.207  5.427  3.694  -0.07
C  1.797  4.188  3.212  -0.31
H  2.576  2.402  4.072  0.04
H  1.414  3.235  5.103  0.03
H  0.298  2.797  0.559  0.01
H  1.860  2.116  1.031  0.04
H  1.359  5.035  -0.046  0.11
H  2.083  7.237  0.836  0.09
H  2.615  7.487  3.236  0.08
H  2.449  5.538  4.746  0.10
F  0.685  3.490  -2.084  -0.01
C  1.920  3.068  -2.533  -0.26
C  2.338  1.786  -2.261  -0.04
C  3.580  1.500  -2.795  -0.27
F  4.124  0.262  -2.633  0.03
C  4.353  2.395  -3.519  -0.17
F  5.565  2.055  -4.019  0.06
C  3.874  3.672  -3.746  -0.17
F  4.602  4.564  -4.449  0.07
C  2.635  4.016  -3.245  -0.17
F  2.154  5.266  -3.464  0.06
C  -2.199  -0.323  2.134  -0.35
O  -1.431  0.582  1.422  -0.71
H  -1.815  -1.357  2.060  0.06
H  -3.250  -0.334  1.783  0.06
H  -2.227  -0.074  3.216  0.02

Cartesian forces, eV/Å:
0.375 -0.346 -0.065
0.003 0.035 0.053
-0.048 -0.014 -0.024
0.021 0.029 -0.062
0.073 -0.063 0.020
-0.033 0.130 -0.006
0.089 -0.113 0.014
-0.057 -0.026 0.002
0.104 0.186 0.007
-0.069 0.133 -0.042
-0.468 -0.661 0.068
0.032 0.588 0.107
0.202 -0.380 -0.002
0.030 0.043 -0.095
0.400 0.669 0.143
-0.247 0.035 -0.016
0.116 -0.069 0.039
0.153 0.005 0.037
-0.355 0.253 -0.117
-0.055 -0.726 -0.083
-0.003 -0.003 0.018
0.005 0.011 -0.017
-0.031 -0.028 -0.032
-0.005 -0.014 0.001
-0.026 -0.019 0.022
-0.006 0.020 0.004
0.030 0.011 -0.007
-0.010 0.050 -0.011
-0.004 0.043 -0.032
-0.026 0.026 0.009
-0.053 -0.015 -0.014
-0.022 0.034 0.009
0.137 0.025 -0.027
-0.002 0.001 -0.035
-0.033 0.025 0.026
0.046 0.012 -0.053
0.040 -0.330 -0.008
-0.323 0.036 -0.120
0.313 0.448 -0.459
-0.040 0.043 -0.057
-0.114 -0.131 0.044
-0.007 0.073 0.035
0.064 0.148 0.202
-0.541 -0.225 0.255
0.000 -0.072 -0.013
0.009 0.040 0.048
-0.171 0.124 -0.015
0.015 0.042 -0.040
-0.045 -0.055 -0.058
0.034 0.045 0.050
-0.039 -0.065 -0.046
0.096 -0.162 -0.106
0.048 0.120 0.324
-0.104 -0.233 -0.027
0.021 0.156 0.073
-0.050 -0.007 -0.065
0.024 0.052 0.014
-0.048 0.016 0.008
0.048 0.051 -0.038
-0.044 0.083 0.027
-0.035 -0.031 -0.004
-0.137 -0.046 -0.022
0.084 -0.033 0.032
-0.003 0.004 -0.017
0.006 -0.011 0.001
0.005 -0.030 -0.028
0.022 -0.018 0.008
-0.032 -0.029 0.007
0.123 0.111 -0.048
0.139 -0.495 0.097
0.352 0.428 -0.274
-0.369 0.094 0.159
0.084 -0.037 -0.043
0.045 -0.154 0.016
0.029 0.037 -0.027
-0.055 -0.059 0.069
0.049 0.055 -0.048
-0.166 0.070 0.059
0.029 0.026 -0.036
0.215 0.237 -0.126
0.258 -0.073 0.313
-0.045 -0.017 0.018
0.026 -0.037 0.043
-0.073 -0.072 -0.018

Charge: -2
Multiplicity: 1
HOMO, eV: -1.4
Energy above the lowest of the compared OMol25 structures with the same formula, charge and spin, kcal/mol: 5.6
Lowest unoccupied orbital energy, Ha: 0.143

2.
DFT (ωB97M-V with the def2-TZVPD basis set) results for a molecular structure, C17H18N6O2SZr.

Each line ends with the Löwdin charge.
Cartesian coordinates (Å):
Zr  0.065  -0.397  -0.192  1.78
S  5.048  5.366  0.214  1.13
N  5.304  3.784  0.257  -0.19
C  4.106  3.213  0.146  -0.30
C  3.846  1.796  0.124  -0.06
C  4.886  0.859  0.203  0.07
C  4.603  -0.484  0.157  0.01
C  3.278  -0.873  0.038  -0.07
N  2.268  0.002  -0.019  -0.07
C  2.527  1.341  0.017  -0.13
C  1.420  2.309  -0.107  -0.12
N  0.145  1.851  -0.268  -0.04
C  -0.846  2.731  -0.436  -0.07
C  -0.643  4.104  -0.434  0.01
C  0.632  4.583  -0.270  0.07
C  1.693  3.682  -0.113  -0.06
C  3.052  4.135  0.031  -0.30
N  3.453  5.406  0.054  -0.19
H  5.902  1.224  0.289  0.14
H  5.380  -1.233  0.203  0.13
H  3.012  -1.922  -0.014  0.13
H  -1.827  2.306  -0.568  0.11
H  -1.484  4.770  -0.567  0.13
H  0.850  5.643  -0.269  0.14
C  -3.271  0.192  -2.337  -0.01
N  -4.029  0.260  -1.082  -0.10
C  -5.400  0.771  -1.199  -0.02
C  -3.364  0.111  0.073  -0.44
O  -2.078  0.101  0.001  -0.22
N  -3.960  -0.055  1.257  -0.10
C  -5.375  -0.395  1.439  -0.01
C  -3.224  0.034  2.512  -0.01
H  -3.968  -0.068  -3.129  0.11
H  -2.503  -0.572  -2.280  0.07
H  -2.814  1.155  -2.581  0.10
H  -5.449  1.347  -2.120  0.10
H  -5.644  1.437  -0.375  0.10
H  -6.141  -0.024  -1.261  0.10
H  -5.762  -0.923  0.575  0.09
H  -5.986  0.482  1.647  0.10
H  -5.438  -1.068  2.292  0.10
H  -2.191  0.307  2.333  0.07
H  -3.259  -0.923  3.034  0.10
H  -3.678  0.791  3.152  0.11
O  -0.320  -1.480  -1.456  -0.50

Cartesian forces, eV/Å:
-3.046 -0.596 0.433
0.135 0.156 0.005
-0.315 -0.082 -0.018
0.144 0.170 -0.005
0.059 -0.286 0.073
-0.009 0.146 -0.019
-0.016 -0.088 0.004
-0.162 -0.004 -0.010
0.134 0.318 0.004
0.309 0.240 -0.039
0.243 0.188 -0.118
0.608 0.525 -0.397
0.137 -0.118 0.052
-0.112 -0.046 -0.005
0.159 0.024 -0.004
-0.288 -0.001 0.063
0.154 0.150 0.013
-0.040 -0.325 0.011
0.005 -0.032 0.004
0.003 0.003 -0.001
0.002 -0.019 -0.026
-0.073 -0.008 -0.020
-0.001 -0.005 -0.005
-0.031 0.001 0.001
-0.075 -0.146 0.058
-0.044 0.124 0.200
0.028 0.131 -0.077
0.098 -0.283 -0.404
1.272 -0.228 0.745
-0.244 0.133 0.048
0.032 -0.177 0.008
0.105 0.044 -0.038
0.024 -0.024 -0.030
-0.017 -0.019 -0.035
-0.027 0.014 0.001
-0.020 0.053 0.030
0.019 -0.029 -0.006
0.034 0.000 -0.049
0.027 -0.013 0.029
0.017 0.006 0.007
-0.016 -0.006 -0.002
-0.005 0.060 0.007
0.012 -0.016 -0.020
-0.022 -0.002 -0.001
0.803 0.068 -0.462

Charge: +2
Multiplicity: 1
HOMO, eV: -15.0
Energy above the lowest of the compared OMol25 structures with the same formula, charge and spin, kcal/mol: 21.7
Lowest unoccupied orbital energy, Ha: -0.268

3.
DFT (ωB97M-V with the def2-TZVPD basis set) results for a molecular structure, C12H13BrFeO.

Each line ends with the Löwdin charge.
Cartesian coordinates (Å):
C  -2.192  -0.413  0.323  -0.16
C  -2.037  -0.900  1.667  -0.21
C  -1.766  0.218  2.531  -0.20
H  -2.212  -1.907  2.019  0.10
C  -1.710  1.397  1.710  -0.17
C  -1.963  1.004  0.349  -0.18
H  -2.083  1.681  -0.475  0.11
H  -2.540  -1.018  -0.510  0.11
H  -1.754  0.185  3.624  0.12
H  -1.524  2.407  2.090  0.12
Fe  -0.277  0.016  1.046  0.31
Br  1.612  0.799  0.117  0.46
C  2.218  1.102  -2.635  -0.35
C  1.139  1.897  -3.135  -0.23
C  0.153  1.022  -3.673  -0.20
H  1.088  2.984  -3.089  0.06
C  0.621  -0.330  -3.503  -0.21
C  1.888  -0.279  -2.869  -0.27
H  2.504  -1.128  -2.584  0.06
H  3.128  1.482  -2.181  0.04
H  -0.783  1.319  -4.149  0.05
H  0.091  -1.232  -3.813  0.05
C  1.048  -2.152  2.734  -0.09
C  0.758  -0.687  2.710  -0.52
O  1.156  0.150  3.489  -0.03
H  1.849  -2.370  2.007  0.08
H  0.184  -2.777  2.465  0.06
H  1.407  -2.468  3.737  0.08

Cartesian forces, eV/Å:
-1.099 0.197 0.710
-2.028 0.782 0.547
-1.956 -0.070 -0.081
0.172 0.002 -0.170
-0.844 -0.203 0.353
-1.587 -0.061 0.518
0.332 -0.024 -0.256
0.484 0.279 0.045
0.430 -0.011 -0.629
0.035 -0.530 -0.383
3.934 -0.224 -0.946
1.029 0.385 -0.011
-0.872 -0.256 -0.863
0.027 -0.883 -0.138
0.782 -0.098 0.483
-0.034 -0.233 -0.053
0.484 0.667 0.328
-0.493 0.641 -0.442
-0.124 0.115 -0.055
-0.152 -0.111 -0.137
0.246 -0.079 0.164
0.148 0.229 0.082
0.693 -1.046 0.991
0.606 0.748 -0.407
0.008 -0.872 0.525
-0.302 0.234 0.164
0.145 0.385 -0.012
-0.066 0.041 -0.326

Charge: -1
Multiplicity: 6
HOMO (alpha / beta), eV: -2.7 / -2.3
Lowest unoccupied orbital energy (alpha / beta), Ha: 0.116 / 0.063

4.
DFT (ωB97M-V with the def2-TZVPD basis set) results for C4H2INO2 in the gas phase.

Each line ends with the Löwdin charge.
Cartesian coordinates (Å):
C  1.589  -0.772  -0.164  -0.30
C  0.347  1.156  0.438  -0.12
C  0.292  -0.112  -0.069  -0.21
C  -1.015  -0.931  -0.309  -0.83
N  2.570  -1.333  -0.085  0.16
O  -2.070  -0.458  -0.260  0.03
O  -0.666  2.009  0.485  0.05
I  -0.736  -3.011  -0.672  0.88
H  1.296  1.783  0.276  0.18
H  -1.609  1.670  0.360  0.15

Cartesian forces, eV/Å:
-2.966 1.079 0.318
0.035 1.129 -3.424
0.274 -1.188 0.646
4.318 0.093 0.412
2.084 -0.967 -0.156
-2.887 1.463 0.150
-1.751 0.093 0.742
0.000 -0.125 -0.097
-1.061 -1.392 1.238
1.952 -0.185 0.171

Multiplicity: 1
HOMO, eV: -10.1
Energy above the lowest of the compared OMol25 structures with the same formula, charge and spin, kcal/mol: 7.4
Lowest unoccupied orbital energy, Ha: -0.025
SMILES: N#C/C(=C/O)C(=O)I

| no. | total energy (eV) |
| --- | --- |
| 1 | -91662.0058 |
| 2 | -43061.3464 |
| 3 | -119128.8476 |
| 4 | -17864.3796 |